Entry 1:
37
Properties=species:S:1:pos:R:3:forces:R:3 method="wB97M-V/def2-TZVPD" smiles="Cc1c[nH]c2ccccc12.CCN(C)C(C)=O" orbital_gap_ev=8.25 relative_energy_kj_mol=488.0 homo_energy_ev=-7.51
C -1.78285 1.02320 0.93990 -2.6 0.4 -2.1
C -0.72698 1.29742 1.93928 -0.5 4.5 -1.5
C -0.26766 2.66783 1.85609 -1.0 -4.2 -0.3
N 0.88250 2.78355 2.51606 -0.5 -2.3 1.6
C 1.06356 1.61834 3.24556 0.7 -1.6 2.1
C 1.88321 1.37337 4.40934 -0.1 -0.7 -1.7
C 1.89472 0.06258 4.94016 0.8 1.2 0.2
C 0.98263 -0.88566 4.46873 -0.6 2.2 -1.2
C 0.00952 -0.60918 3.52122 1.2 1.4 0.2
C 0.07572 0.61848 2.86308 1.2 1.8 0.4
H -1.74340 1.85461 0.07495 -0.2 -1.7 2.1
H -2.91739 0.96206 1.27078 2.3 0.1 -0.3
H -1.59780 0.11002 0.35704 -0.1 0.0 0.4
H -0.74454 3.43565 1.32079 -0.1 0.8 -0.7
H 1.37123 3.59416 2.67652 1.2 2.0 0.5
H 2.56628 2.15629 4.73818 -0.1 -0.3 0.2
H 2.62725 -0.21263 5.76287 -1.1 0.5 -1.1
H 0.95550 -1.80013 4.89027 0.0 -2.9 1.6
H -0.87772 -1.15499 3.36186 -0.5 -1.3 -0.2
C -1.09906 0.82293 -3.17360 -3.5 0.6 -2.5
C -1.25055 -0.66449 -2.87085 6.6 2.1 -0.4
N 0.12460 -1.36893 -2.61693 -3.4 1.6 -2.5
C 0.58223 -1.27967 -1.25770 3.3 2.9 0.4
C 0.63591 -2.35615 -3.48924 -0.1 1.2 5.2
C 0.19859 -2.30746 -4.85631 1.6 -0.4 -4.7
O 1.38645 -3.05625 -2.84889 1.6 -2.2 -1.8
H -1.68493 1.39386 -2.41208 0.9 -0.1 -0.6
H -1.57880 1.15321 -4.25145 0.9 -1.0 2.5
H -0.09761 1.08453 -3.30887 1.6 0.6 0.5
H -1.62619 -0.77569 -1.97941 -2.4 -0.2 4.9
H -1.88835 -1.13865 -3.45029 -2.4 -2.6 -3.4
H 0.00854 -0.59728 -0.57017 0.3 -0.2 -1.5
H 0.53811 -2.18367 -0.72723 0.5 -1.6 0.4
H 1.79937 -0.79897 -1.24015 -3.5 -1.7 0.1
H -0.26365 -3.10885 -5.43315 -0.3 -0.9 1.3
H -0.47854 -1.51559 -4.97720 -0.6 1.3 -0.3
H 1.04009 -2.19786 -5.68919 -1.0 0.4 2.3

Entry 2:
40
Properties=species:S:1:pos:R:3:forces:R:3 method="wB97M-V/def2-TZVPD" smiles="CC(C)[C@H](NC(=O)[C@@H](N)Cc1ccc(O)cc1)C(=O)O" orbital_gap_ev=9.36 relative_energy_kj_mol=343.7 homo_energy_ev=-9.05
C -1.80368 3.03734 -0.81056 -1.8 0.9 -1.3
C -0.45885 2.41951 -0.81369 1.7 -2.4 -1.6
C 0.56186 3.31435 -0.06885 0.2 -0.1 -0.5
C -0.63855 0.90463 -0.31023 -1.4 0.2 1.9
N -1.51703 -0.00360 -1.09200 -1.1 2.5 -2.4
C -1.73113 -1.34084 -0.98786 1.4 -0.4 0.7
O -2.15509 -2.04247 -1.87084 -0.5 0.3 -1.4
C -1.54512 -1.97331 0.36358 -1.0 -1.7 2.7
N -2.67117 -2.94341 0.57348 -0.9 3.0 0.6
C -0.27036 -2.76595 0.72941 1.2 -3.1 -0.2
C 0.94706 -1.99165 0.45621 0.8 0.5 -0.5
C 1.35342 -1.92332 -0.86095 1.5 0.7 -1.2
C 2.49589 -1.11128 -1.26442 -2.0 -1.4 -0.2
C 3.18213 -0.47980 -0.29279 -0.7 0.7 3.0
O 4.30178 0.21050 -0.61467 0.3 1.1 0.6
C 2.71803 -0.51563 1.10908 1.7 1.0 -2.2
C 1.64763 -1.28115 1.45547 0.2 -1.3 1.2
C -1.20906 1.01163 1.16543 -1.1 0.1 1.3
O -2.35348 1.23716 1.48929 0.9 -0.1 -1.4
O -0.34099 0.85730 2.21170 -3.3 1.8 0.3
H -2.09221 3.52087 0.14328 0.0 -1.2 0.0
H -2.56928 2.27628 -1.24779 0.9 1.8 1.1
H -1.77066 3.96423 -1.40448 -0.2 -0.5 -0.6
H -0.01486 2.22208 -1.84761 -1.0 0.6 0.8
H 1.65836 3.01592 -0.06384 -1.4 0.3 -0.6
H 0.38798 4.38939 -0.42489 0.5 -1.6 0.6
H 0.27409 3.19954 0.94807 -0.2 0.6 1.2
H 0.26182 0.36233 -0.32739 1.7 -0.1 0.5
H -1.96066 0.39168 -1.96964 1.0 -0.7 1.4
H -1.71239 -1.16545 1.11864 0.3 -0.8 -0.3
H -3.51171 -2.41877 0.21021 0.9 -1.4 0.6
H -2.53004 -3.74753 0.02096 0.1 -0.8 -1.0
H -0.05899 -3.78733 0.17916 -1.3 2.0 -0.1
H -0.16271 -3.29114 1.72441 -1.1 1.6 -0.3
H 0.84006 -2.55139 -1.62630 0.3 0.8 0.7
H 2.78655 -0.91537 -2.29791 -0.1 -0.5 0.2
H 4.48261 0.87241 0.08899 0.0 -0.7 -0.7
H 3.28840 0.14276 1.78750 -0.3 -0.8 0.0
H 1.49480 -1.56847 2.54435 -0.3 0.9 -1.4
H 0.39558 0.46794 1.87750 4.0 -1.8 -1.4

Entry 3:
43
Properties=species:S:1:pos:R:3:forces:R:3 method="wB97M-V/def2-TZVPD" smiles="N[C@@H](Cc1ccc(O)cc1)C(=O)O.N[C@@H](CCC(=O)O)C(=O)O" orbital_gap_ev=9.33 relative_energy_kj_mol=0.0 homo_energy_ev=-8.79
N 3.32241 2.17064 -0.24525 0.2 0.0 0.1
C 2.68498 0.85245 -0.23531 -0.1 -0.1 -0.1
C 3.25788 -0.15808 0.76685 0.0 0.0 0.1
C 4.70213 -0.48866 0.48009 0.1 0.0 -0.1
C 5.03630 -1.46589 -0.45855 0.0 0.0 0.0
C 6.36174 -1.74940 -0.76969 0.0 0.1 0.0
C 7.38727 -1.04817 -0.13747 -0.3 0.1 0.1
O 8.70457 -1.27760 -0.39471 0.1 -0.2 -0.2
C 7.07687 -0.06908 0.80454 0.0 -0.1 -0.1
C 5.74731 0.19989 1.10235 0.0 -0.1 0.0
C 1.17023 1.03061 -0.03322 -0.1 -0.6 0.1
O 0.44554 0.13771 0.32789 0.5 0.7 0.1
O 0.72697 2.25468 -0.32828 0.0 0.1 0.0
H 3.53456 2.46399 0.70715 0.0 0.0 -0.1
H 4.20806 2.13719 -0.74082 -0.1 0.0 0.1
H 2.79691 0.44012 -1.24759 0.0 0.0 0.1
H 2.63298 -1.05577 0.73294 0.1 0.1 0.0
H 3.15527 0.25504 1.77982 0.0 0.0 -0.1
H 4.24445 -2.02541 -0.95405 0.1 0.1 0.1
H 6.59711 -2.52258 -1.50021 0.0 0.1 0.1
H 8.77963 -1.98591 -1.04763 0.0 0.1 0.1
H 7.88578 0.46106 1.29656 -0.1 -0.1 -0.1
H 5.51756 0.95549 1.85257 0.0 -0.1 -0.1
H 1.52936 2.77413 -0.55586 -0.1 0.0 0.0
N -7.19167 1.11610 -0.59695 0.1 0.1 0.0
C -6.80630 -0.29512 -0.50483 0.0 -0.1 0.0
C -5.47520 -0.57290 0.19310 0.0 0.0 0.1
C -4.28510 0.01332 -0.56938 -0.1 0.1 -0.1
C -2.96763 -0.21186 0.13106 0.5 -0.3 -0.4
O -1.98770 -0.71995 -0.35464 -1.0 0.0 0.1
O -2.99287 0.24182 1.40229 0.1 -0.1 0.1
C -7.94112 -1.08549 0.17588 0.3 -0.4 0.1
O -7.78712 -2.19469 0.61971 -0.1 0.4 -0.2
O -9.10967 -0.44414 0.19792 0.0 0.0 0.0
H -6.80320 1.56425 -1.41796 -0.1 -0.1 0.1
H -6.86923 1.63371 0.21753 0.0 -0.1 -0.1
H -6.76093 -0.68437 -1.53128 0.0 0.0 0.1
H -5.50562 -0.15735 1.20809 0.0 0.0 -0.1
H -5.36966 -1.65612 0.30149 0.0 0.1 0.0
H -4.19734 -0.42412 -1.56812 0.0 0.0 0.1
H -4.41226 1.09795 -0.68459 0.0 -0.1 0.0
H -2.11448 0.05342 1.77327 0.0 0.1 -0.1
H -8.92876 0.43908 -0.19471 0.0 -0.1 0.1

Entry 4:
45
Properties=species:S:1:pos:R:3:forces:R:3 method="wB97M-V/def2-TZVPD" orbital_gap_ev=7.75 relative_energy_kj_mol=0.0 charge=+3 homo_energy_ev=-19.60
Ta -0.33194 0.14800 -0.07274 0.4 -0.2 0.6
N -2.33557 -0.32143 -1.00338 -0.1 0.1 -0.1
C -3.37250 -0.87836 -0.06032 0.1 0.1 0.0
C -2.65473 -1.81838 0.88213 0.0 0.0 -0.1
N -1.47220 -1.11767 1.49601 0.0 -0.2 0.0
C -1.76012 -0.44195 2.80607 0.1 -0.2 -0.1
C -2.11221 0.99699 2.55433 0.0 0.2 -0.1
N -1.04519 1.55121 1.65819 -0.2 0.0 0.0
H -2.72785 0.48577 -1.49186 0.0 0.0 0.0
H -2.17506 -1.01827 -1.73557 0.0 0.0 0.0
H -4.14833 -1.38225 -0.63352 0.0 -0.1 0.1
H -3.82910 -0.03896 0.45860 0.0 0.0 0.0
H -2.27521 -2.67914 0.32998 0.0 0.0 0.0
H -3.31174 -2.19082 1.66687 -0.1 0.0 0.0
H -0.80867 -1.86708 1.69293 0.0 0.0 0.0
H -0.85392 -0.50580 3.41134 0.0 0.0 0.0
H -2.54715 -0.97475 3.33850 0.0 0.0 0.0
H -2.16279 1.56727 3.48093 0.0 0.0 0.0
H -3.07261 1.10584 2.05533 0.0 0.0 0.0
H -0.25977 1.81530 2.25115 0.0 0.0 0.0
H -1.36568 2.42642 1.24183 0.0 0.0 0.0
O -0.03867 3.46574 -2.42591 0.1 0.0 -0.1
C 0.11690 2.36357 -2.06041 0.0 0.0 0.2
O -0.45789 1.88194 -0.85922 0.1 0.3 -0.2
C 0.91893 1.25388 -2.66230 -0.1 0.1 0.0
C 1.67369 1.30778 -3.81538 0.0 -0.1 0.0
C 2.35166 0.14818 -4.20089 0.0 0.0 0.0
C 2.25309 -1.01587 -3.43370 0.0 0.0 0.0
C 1.46713 -0.97776 -2.30193 -0.1 0.3 -0.1
N 0.82526 0.13942 -1.93074 0.1 -0.2 -0.2
C 1.19194 -2.09460 -1.35966 -0.1 -0.2 0.3
O 1.66606 -3.17076 -1.34092 0.0 0.0 0.0
O 0.25251 -1.66382 -0.41670 0.1 0.0 0.0
H 1.71955 2.22316 -4.39174 0.0 0.0 0.0
H 2.95378 0.15044 -5.10103 0.0 0.0 0.0
H 2.76217 -1.93204 -3.70547 0.0 0.0 0.0
N 3.34955 1.04553 2.00165 0.0 0.0 0.0
C 3.39441 -0.32445 2.14410 0.0 0.1 0.0
C 2.26809 -0.79514 1.56382 0.0 0.0 0.0
N 1.52450 0.28611 1.07645 -0.1 0.1 -0.1
C 2.23793 1.38704 1.37002 0.0 0.0 0.0
H 4.05789 1.69814 2.31916 0.0 0.0 0.0
H 4.20844 -0.82955 2.63676 0.0 0.0 0.0
H 1.94244 -1.81462 1.44878 0.0 0.0 0.0
H 1.98300 2.40571 1.11845 0.0 0.0 0.0